62
Properties=species:S:1:pos:R:3:lowdin_charge:R:1 method="wB97M-V/def2-TZVPD" charge=+1 gap_ev=6.6 spin_multiplicity=1 lumo_ha=-0.1539 homo_energy_ha=-0.3972 de_lowest_ev=0.391 total_energy_ev=-338191.5180
Ta -0.4875 -0.8191 0.0732 1.942
Br -3.3573 -3.9292 2.7931 0.824
Br -6.5868 -3.5485 1.9744 0.766
Br -7.3901 -1.4451 -0.4475 0.766
Br -4.9566 0.1745 -2.0836 0.820
S -0.2694 1.9043 0.7105 0.693
O 0.9996 -1.4849 1.0844 -0.182
O 4.8201 -3.6942 2.7661 -0.031
O -1.6110 -2.1460 0.9721 -0.210
O 0.2741 -2.0401 -1.3434 -0.125
O -2.1990 -0.6270 -0.8763 -0.240
O -1.0474 0.7480 1.3317 -0.388
O 0.7298 2.4814 1.5419 -0.224
N 0.2630 1.0785 -0.5760 -0.232
N 2.2909 0.2347 -1.2993 0.114
C -1.4066 4.3192 0.8872 -0.030
C 2.0010 -2.3555 0.9229 -0.246
C -3.9151 -2.7993 1.4047 -0.648
C 1.3585 -2.7171 -1.4462 -0.299
C -1.4277 3.0940 0.2302 -0.302
C -5.5912 -1.7215 0.0172 -0.734
C 3.5507 0.3828 -1.7173 -0.115
C -4.3547 6.0240 -0.7880 -0.032
C 1.5996 1.3321 -1.0410 -0.366
C 2.0993 2.6198 -1.1746 -0.006
C 3.4104 2.7533 -1.5940 -0.035
C 2.8624 -2.5467 1.9852 0.086
C 1.6817 -3.1254 -2.8409 0.035
C 3.3087 -3.8581 -0.4533 0.015
C -3.3095 3.7551 -1.0665 -0.017
C -2.9504 -2.1037 0.7081 -0.347
C -3.3176 4.9994 -0.4295 -0.240
C 4.6741 -3.0748 4.0510 -0.028
C 4.1569 -4.0787 0.5857 0.031
C -4.5960 -1.0258 -0.6789 -0.633
C -2.3736 2.7942 -0.7487 -0.042
C -3.2802 -1.2471 -0.3374 -0.355
C 3.9355 -3.4196 1.8167 -0.247
C 4.1558 1.6159 -1.8713 -0.049
C -2.3588 5.2654 0.5436 -0.013
C 2.1874 -2.9906 -0.3326 -0.097
C -5.2544 -2.6067 1.0459 -0.737
H 2.2807 -2.3176 -3.2732 0.112
H 0.7594 -3.2053 -3.4101 0.106
H -2.3578 6.2264 1.0415 0.122
H 3.7246 -3.3602 4.5031 0.104
H -2.3877 1.8306 -1.2431 0.084
H 1.4845 3.4863 -0.9755 0.118
H 2.6735 -2.0235 2.9087 0.129
H -4.1696 6.9701 -0.2834 0.081
H -4.0543 3.5375 -1.8221 0.117
H 3.8416 3.7390 -1.7063 0.120
H 4.7473 -1.9913 3.9567 0.103
H -4.3667 6.2031 -1.8635 0.091
H 5.1820 1.6843 -2.2025 0.111
H 3.4901 -4.3719 -1.3852 0.116
H 4.9987 -4.7506 0.5040 0.133
H -0.6622 4.5236 1.6435 0.120
H 5.4977 -3.4514 4.6466 0.101
H 2.2497 -4.0467 -2.9135 0.085
H -5.3483 5.6759 -0.5009 0.094
H 4.0980 -0.5303 -1.9243 0.111